C28H59N7O8 | the ωB97M-V functional and the def2-TZVPD basis

Total energy: -56802.7909 eV
HOMO: -0.339 Eh
Charge: 0
Structure (SMILES): CN(C)C=O.CN(C)C=O.CN(C)C=O.CN(C)C=O.CN(C)C=O.CC(C)=O.CC(C)=O.CC(C)=O.CC#N.CC#N
Gap between HOMO and LUMO: 9.372 eV
Energy relative to the best compared isomer or geometry (same formula, charge and spin): 0.00 kJ/mol

Last column: Mulliken charge in e.
CARTESIAN COORDINATES (ANGSTROEM)
H: 5.93 1.67 3.48  0.33
C: 2.93 1.79 2.91  -0.12
H: -6.47 -2.52 -3.64  0.37
H: 5.38 0.39 4.50  0.31
H: 5.21 3.69 1.55  0.46
N: 0.59 -0.44 -0.97  0.20
C: 1.90 -1.08 -1.01  -0.28
H: 1.26 5.03 2.87  0.35
C: -1.06 3.65 4.71  -0.81
N: -1.99 3.63 3.62  0.33
H: -1.32 -0.42 -1.80  0.22
H: -2.69 2.49 -0.34  0.07
H: -5.55 -3.90 -2.94  0.00
C: -3.26 -3.76 -0.23  -0.50
H: -4.28 2.44 0.45  0.34
H: 1.71 -5.26 -1.48  0.26
C: -2.89 -1.31 3.80  0.18
H: -4.06 2.83 -1.26  0.44
N: -3.95 -0.38 -0.83  -0.36
H: -2.34 5.65 3.76  0.35
H: 4.27 1.43 -1.07  0.31
C: 4.33 -0.09 2.12  -0.71
H: -0.94 4.63 5.16  0.34
C: -4.76 -2.44 -5.57  0.17
H: 4.48 -0.97 2.74  0.41
H: 4.75 2.04 4.74  0.30
H: -5.33 -2.23 -2.41  0.19
C: 6.09 3.41 0.94  0.03
H: 3.94 3.14 -1.06  0.15
H: 2.69 -0.38 -0.74  -0.39
H: 3.28 -4.48 -1.72  0.29
H: 2.34 4.57 -1.22  0.42
C: 6.80 2.05 -0.99  -1.05
N: -2.64 -1.65 4.87  -0.46
O: 2.67 -3.73 -4.19  -0.59
H: -0.11 3.25 4.33  0.15
O: 2.08 1.73 2.03  -0.49
H: 2.92 -5.95 -2.62  0.38
O: -2.33 -5.33 -1.72  -0.51
H: -0.24 -1.37 -2.76  0.38
H: -5.14 -5.66 -1.83  0.22
H: -3.54 -3.82 0.82  0.56
H: -0.07 -4.10 -2.65  0.04
H: -2.65 -3.63 -3.82  0.27
C: 1.93 -4.27 -3.39  0.66
C: -3.72 2.17 -0.45  -1.03
H: -3.85 -2.33 -6.18  0.33
H: 1.25 3.28 -0.60  0.00
H: -0.03 5.42 1.65  0.49
H: -4.27 -6.99 -0.97  0.39
H: -4.18 -0.37 2.48  0.33
O: 7.22 3.78 1.22  -0.64
C: -3.19 -0.82 2.44  0.52
C: -3.27 -5.05 -1.02  0.53
N: 5.80 2.67 -0.15  0.17
H: 0.23 -5.28 -4.02  0.48
C: 0.82 4.80 1.90  -0.46
H: 3.50 -0.24 1.44  0.02
H: 0.69 4.96 -0.88  0.50
H: -3.31 -1.60 1.70  -0.33
H: 6.91 2.60 -1.93  0.37
H: -2.75 1.68 3.81  0.35
H: -1.34 3.01 5.55  0.32
H: -1.54 1.94 2.46  0.11
H: 0.53 3.75 2.02  -0.32
O: 3.05 5.11 1.10  -0.60
H: -2.55 -1.90 -4.35  0.45
O: -0.87 0.90 0.09  -0.50
C: -4.51 -5.93 -0.98  -1.19
H: -0.79 -2.00 -1.23  0.23
C: 0.28 0.48 -0.05  0.49
C: 0.42 -4.30 -3.60  -0.62
O: -3.22 4.83 2.12  -0.57
H: -3.16 2.51 2.32  0.10
H: -3.99 -3.12 -0.75  0.20
C: -2.37 2.36 3.05  -0.76
H: 1.91 -2.01 -0.45  0.29
N: 4.01 1.01 3.01  0.20
C: 2.49 -5.04 -2.22  -1.08
H: 7.78 2.06 -0.52  0.36
H: -3.00 -2.24 -2.75  -0.14
O: -5.89 -2.38 -5.99  -0.58
N: -4.47 -2.63 -4.26  0.15
H: -2.43 -0.11 2.14  -0.21
H: -5.13 -5.70 -0.11  0.32
H: -2.33 -3.21 -0.32  -0.04
C: -3.88 0.75 -0.64  0.66
H: 5.23 0.10 1.54  0.31
H: 3.92 2.17 0.47  -0.41
C: -5.51 -2.87 -3.28  -0.61
H: 1.15 0.92 0.46  0.19
H: 2.82 2.46 3.78  0.15
H: 6.56 1.03 -1.26  0.33
C: 5.04 1.30 4.00  -0.90
C: 4.42 2.34 -0.49  -0.12
C: -3.11 -2.64 -3.76  -0.62
C: -2.54 4.77 3.13  0.00
C: -0.46 -1.08 -1.73  -0.95
C: 1.91 4.78 0.85  0.89
H: 2.13 -1.29 -2.06  0.25
H: 0.19 -3.51 -4.31  0.22
C: 1.52 4.33 -0.54  -1.25

C28H60BBrClNO12 | the ωB97M-V functional and the def2-TZVPD basis

Total energy: -139297.7015 eV
HOMO: -0.340 Eh
Charge: 0
Structure (SMILES): COB(O)c1c(C[C@H](C)Br)cc(Cl)c2c1C(=O)NC2=O.CCO.CCO.CCO.CCO.CCO.CCO.CCO.CCO
Gap between HOMO and LUMO: 7.681 eV
Energy relative to the best compared isomer or geometry (same formula, charge and spin): 1183.64 kJ/mol

Last column: Mulliken charge in e.
CARTESIAN COORDINATES (ANGSTROEM)
C: -1.89 3.64 -3.99  -0.26
H: 2.37 1.61 -1.77  0.13
H: -1.21 4.92 -5.60  0.37
H: -0.72 4.98 1.56  0.27
O: -6.10 -5.81 0.02  -0.41
C: -3.58 -1.46 6.10  0.12
O: -4.80 -2.27 1.53  -0.52
H: 0.36 0.77 2.10  0.12
C: -1.78 0.05 7.07  0.31
C: 3.49 0.44 -4.49  -0.24
H: 3.01 1.76 -0.12  0.31
Br: -0.60 -1.42 -2.10  -0.22
H: 5.46 -0.35 -4.12  0.34
Cl: 0.86 1.77 5.10  -0.19
H: -1.58 4.16 -2.14  0.15
H: 3.65 0.66 -5.55  0.31
C: 3.09 3.59 -1.26  -0.97
H: 7.03 5.21 0.96  0.24
H: -2.27 5.81 1.29  0.30
C: -0.45 0.27 2.81  -0.35
H: -0.96 1.97 -0.14  -0.17
H: 0.34 -0.12 0.09  0.36
C: 2.43 2.27 -0.90  -0.22
H: 0.62 2.94 -1.11  0.10
C: -0.95 4.68 -4.56  -1.10
C: 4.42 -0.65 -4.01  -1.06
H: -3.32 -6.98 -4.09  0.26
O: -1.53 3.34 -2.65  -0.28
O: -0.99 0.41 8.09  -0.50
H: -8.36 -3.47 -0.78  0.38
H: -7.65 -5.81 -1.30  0.30
H: 4.26 -0.86 -2.94  0.25
C: -2.34 4.23 2.77  -0.91
H: -2.92 4.01 -4.00  0.29
O: 10.07 1.81 1.11  -0.51
H: -1.77 -2.31 0.44  0.39
H: -6.33 -7.28 -3.55  0.21
C: -3.46 -4.89 2.74  -0.30
C: -0.72 -0.34 -0.38  -0.20
H: 2.45 0.15 -4.35  0.26
H: -2.92 -5.61 3.52  0.25
H: 0.09 4.31 -4.54  0.23
H: 10.01 0.84 -0.70  0.27
H: -4.31 -5.46 2.12  -0.02
H: -5.26 -8.57 -4.13  0.29
C: -1.60 -0.75 2.21  0.21
H: -6.64 -3.52 -1.23  0.24
H: 7.07 4.16 -0.47  0.29
H: -2.14 4.88 3.63  0.37
H: -3.42 4.06 2.70  0.34
H: -4.62 -6.37 -5.15  0.32
C: -1.80 4.84 1.49  -0.33
C: 6.61 4.30 0.51  -0.36
H: 2.51 4.11 -2.02  0.36
N: -3.21 -0.44 7.19  -0.46
H: -1.85 2.72 -4.58  0.30
H: 11.82 -0.17 0.73  0.33
H: 4.82 4.64 1.20  0.26
H: -3.72 0.40 6.79  0.36
H: -1.88 3.25 2.95  0.14
O: -4.50 -2.41 6.29  -0.48
H: -8.11 -5.67 0.40  0.24
H: 4.10 3.43 -1.63  0.17
C: -2.74 -1.45 3.21  0.51
H: -0.97 5.60 -3.97  0.34
O: -2.07 3.97 0.40  -0.33
C: -1.36 1.13 -0.85  -0.24
H: -5.87 -5.40 0.88  0.13
H: -0.96 1.30 -1.96  0.26
H: -3.03 3.86 0.34  0.22
H: -7.09 -3.37 0.46  0.24
O: 1.12 2.49 -0.41  -0.20
C: 9.84 0.63 0.36  -0.15
O: 3.71 1.63 -3.74  -0.44
O: -4.94 -7.95 -2.20  -0.51
H: -2.54 1.10 -0.82  0.22
H: -4.38 -5.69 -3.52  0.27
C: -5.30 -7.64 -3.54  -0.19
C: -0.42 0.60 4.45  -0.06
O: -4.13 -3.76 3.45  -0.37
H: 8.80 0.33 0.50  0.27
H: 3.13 4.24 -0.38  0.25
H: -4.99 -7.12 -1.69  0.26
C: -4.35 -6.61 -4.11  -0.92
H: -4.68 -2.98 0.83  0.28
C: 6.85 3.10 1.39  -0.79
C: -7.37 -3.84 -0.49  -1.00
H: 4.64 1.89 -3.87  0.25
H: 11.00 2.07 0.98  0.29
H: 4.25 -1.58 -4.57  0.36
C: 10.77 -0.47 0.84  -1.08
H: 6.41 2.20 0.94  0.20
H: 10.61 -0.67 1.90  0.29
C: -7.39 -5.35 -0.35  -0.09
H: 7.92 2.93 1.54  0.17
H: -2.85 -0.76 0.30  0.34
H: 10.61 -1.39 0.28  0.32
C: -1.53 -0.07 5.46  0.03
C: -1.76 -1.14 0.60  -0.53
H: -2.64 -4.44 2.02  0.22
B: -3.91 -2.49 2.69  0.48
O: 5.21 4.50 0.32  -0.42
H: 6.37 3.23 2.37  0.38
C: -2.66 -1.05 4.80  0.10

C28H60FNO12P2S3 | the ωB97M-V functional and the def2-TZVPD basis

Total energy: -109864.7640 eV
HOMO: -0.300 Eh
Charge: 0
Structure (SMILES): CCCCN(CCCC[C@@]1(CCF)COS(=O)(=O)O1)C(=S)SCCC.CCOP(=O)(OCC)OCC.CCOP(=O)(OCC)OCC
Gap between HOMO and LUMO: 6.522 eV

Last column: Mulliken charge in e.
CARTESIAN COORDINATES (ANGSTROEM)
H: 4.66 3.92 0.64  0.30
H: 5.65 -5.71 -3.20  0.21
H: -3.40 1.51 -1.76  0.25
H: -8.79 -1.28 -0.78  0.28
H: 5.75 -1.22 1.93  0.09
H: -0.50 0.23 -1.60  0.33
C: 4.25 5.77 1.93  -1.18
S: 2.33 -0.23 2.71  -0.18
O: 2.46 -2.75 -2.78  -0.68
H: 7.54 1.15 2.90  0.30
H: 5.07 -7.86 -1.99  0.41
H: 3.82 -2.02 -0.61  0.12
C: 5.34 1.27 3.05  -0.55
C: 2.80 0.91 1.57  -0.10
O: -1.66 -1.79 5.15  -0.60
H: -0.48 -6.39 -3.86  0.41
P: -6.63 0.78 -0.93  1.23
O: -5.30 0.19 -0.45  -0.75
H: -2.78 1.31 1.22  -0.25
H: 2.70 3.45 2.43  0.32
H: -5.12 3.88 -0.86  0.39
C: -1.53 1.11 3.03  0.61
H: -3.36 2.11 4.07  0.27
H: -1.11 4.30 4.36  0.27
H: -0.20 -0.46 1.16  0.37
C: 2.53 3.91 1.42  -0.45
H: 3.43 6.54 1.94  0.31
C: -8.50 2.47 -2.12  -0.14
C: 4.88 -2.08 -0.86  -0.70
H: 5.34 -2.71 -0.10  0.26
C: -1.66 1.29 1.47  -0.29
C: -2.88 1.11 3.90  -0.31
H: 0.32 -5.68 -1.63  0.33
H: 2.03 0.97 -1.24  0.30
H: 5.23 6.25 1.63  0.36
H: -0.13 2.14 4.54  0.59
O: 3.74 -5.45 -3.99  -0.43
H: 1.11 -7.12 -3.55  0.18
H: -2.75 3.01 -1.06  0.31
H: -3.58 0.28 3.63  0.41
O: -6.81 -0.13 -2.30  -0.26
N: 1.74 1.53 0.79  0.83
H: -2.27 3.60 3.04  0.24
C: 6.73 -0.93 2.41  -0.72
H: -8.99 1.06 -3.68  0.18
H: -0.46 1.86 -0.82  0.27
S: -1.22 -0.38 5.13  1.13
P: 3.06 -4.09 -3.22  1.11
H: 5.04 -6.97 -4.23  0.34
C: -7.14 -1.51 -2.15  -0.34
C: 4.76 -6.29 -3.43  -0.14
H: 3.37 -7.63 -2.46  0.18
H: -6.48 -1.98 -1.41  0.26
C: 0.79 -5.25 -2.52  -0.33
H: -4.83 2.48 0.16  0.25
H: -8.85 -2.76 -1.76  0.40
O: 2.17 -5.07 -2.23  -0.24
C: 5.10 -2.67 -2.24  -0.70
H: 1.78 4.75 1.58  0.34
H: 4.32 5.27 2.94  0.25
H: 6.83 0.22 4.28  0.28
H: 3.58 5.19 -0.10  0.32
H: -1.25 2.28 1.10  0.28
C: -0.56 2.28 3.51  -0.05
C: -4.90 2.81 -0.88  -0.44
H: -6.94 -1.98 -3.12  0.32
H: 4.66 0.89 3.87  0.36
H: 0.32 2.29 2.80  -0.55
C: -8.59 -1.70 -1.77  -0.95
H: -1.76 -0.52 0.19  0.60
C: -1.21 3.74 3.40  -0.42
O: -5.96 2.16 -1.57  -0.41
H: 2.87 2.85 -0.54  0.49
H: -9.25 -1.18 -2.47  0.19
H: -7.90 3.37 -1.97  0.23
H: 7.57 -0.89 1.65  0.21
C: 4.31 -7.11 -2.24  -0.92
H: 5.30 -1.07 -0.79  0.38
H: 1.57 -0.43 -0.06  0.41
H: 4.75 -1.99 -3.02  0.39
H: 6.17 -2.83 -2.40  0.37
O: -2.43 0.75 5.25  -0.37
C: -8.44 2.00 -3.56  -0.92
H: 0.31 -4.28 -2.71  0.26
H: -9.53 2.76 -1.90  0.34
H: 6.96 -1.74 3.16  0.36
C: -0.18 0.78 -0.66  -0.64
C: 2.10 2.88 0.30  -1.19
S: 4.58 1.25 1.38  -0.18
C: -3.59 2.58 -1.61  -1.09
H: 1.16 3.31 -0.19  0.33
C: 6.70 0.46 3.18  -0.50
O: -0.86 -0.08 3.54  -0.28
O: -8.18 1.46 -1.16  -0.43
F: -0.55 4.49 2.38  -0.31
H: -3.62 3.03 -2.61  0.46
C: 1.38 0.64 -0.38  -1.06
O: 4.45 -3.94 -2.32  -0.34
H: 5.58 2.35 3.34  0.26
O: -0.17 -0.03 6.11  -0.57
H: -8.88 2.75 -4.22  0.41
H: -7.41 1.83 -3.88  0.25
H: 4.15 -6.49 -1.36  0.25
C: -0.96 0.16 0.61  -0.64
H: 0.99 -5.74 -4.62  0.29
C: 3.84 4.66 0.87  -0.42
C: 0.59 -6.18 -3.70  -0.98

C28H60NO12 | the ωB97M-V functional and the def2-TZVPD basis

Total energy: -56046.1869 eV
HOMO: -0.403 Eh
Charge: +1
Gap between HOMO and LUMO: 9.021 eV
Energy relative to the best compared isomer or geometry (same formula, charge and spin): 704.00 kJ/mol

Last column: Mulliken charge in e.
CARTESIAN COORDINATES (ANGSTROEM)
H: 11.53 3.16 34.13  0.37
C: 16.40 -1.73 37.46  -1.52
O: 15.96 0.55 36.69  -0.30
H: 10.63 8.84 38.50  0.40
H: 10.01 5.91 39.29  0.10
H: 11.75 7.88 42.94  0.47
O: 12.88 1.10 42.59  -0.03
H: 10.05 -0.08 34.78  0.48
H: 14.99 -0.55 40.48  0.25
H: 17.98 3.83 40.34  0.29
C: 17.20 2.80 40.44  -0.85
C: 12.37 1.47 45.00  -1.43
O: 14.85 3.44 40.63  -0.39
H: 11.83 -0.16 35.42  0.28
C: 16.33 2.77 35.80  -1.20
H: 6.99 2.67 37.06  0.29
H: 14.35 -1.03 37.02  0.01
H: 15.09 5.88 42.23  0.26
C: 7.48 2.45 38.09  -1.01
H: 6.82 1.80 38.76  0.30
H: 10.42 2.20 35.38  0.02
O: 9.43 1.92 39.18  -0.34
H: 11.87 6.10 36.40  0.29
H: 7.54 4.99 42.55  0.47
H: 11.12 1.21 34.96  0.13
H: 11.22 1.54 36.99  0.29
H: 8.66 1.48 42.35  0.42
H: 17.57 2.02 40.98  0.40
H: 11.24 -1.15 41.52  0.68
H: 15.26 1.98 44.77  0.14
C: 11.33 5.66 35.56  -1.54
C: 10.57 6.74 39.38  0.47
H: 10.23 -0.37 37.37  0.26
H: 17.22 3.19 36.30  0.27
H: 11.50 0.40 42.15  0.00
C: 8.84 1.86 38.04  0.63
H: 16.61 -2.41 36.50  0.28
H: 7.63 3.51 38.62  0.10
H: 12.29 6.41 43.44  0.29
H: 16.77 2.60 39.48  0.01
H: 12.60 2.52 45.29  0.36
C: 8.85 2.47 42.63  -1.89
H: 9.77 2.43 43.17  0.22
H: 13.01 2.12 39.24  0.22
N: 12.16 2.25 39.76  1.78
H: 14.31 4.30 42.78  -0.14
H: 13.82 -1.68 41.33  0.47
H: 9.12 8.41 39.28  0.39
C: 12.81 -0.01 40.46  1.22
C: 8.34 4.90 41.75  -0.90
O: 12.82 0.64 39.44  -0.20
C: 15.50 1.87 36.67  0.73
H: 12.24 2.45 40.69  -0.21
H: 14.88 0.08 44.74  0.37
H: 16.01 -2.30 38.19  0.50
C: 11.46 -0.15 41.18  -0.50
H: 10.48 6.35 35.45  0.31
C: 15.52 5.05 44.38  -1.30
O: 12.05 5.21 41.14  -0.32
O: 9.27 1.51 36.87  -0.34
H: 11.29 1.61 44.71  0.20
O: 9.63 3.41 40.47  -0.10
H: 15.62 3.51 35.62  0.35
H: 12.52 0.85 45.82  0.40
C: 8.97 3.57 41.45  0.77
C: 13.25 1.28 43.84  0.83
H: 16.54 5.53 44.37  0.32
C: 10.77 0.32 35.40  -0.86
H: 16.77 2.17 34.98  0.35
C: 15.26 4.95 42.93  0.49
C: 15.46 -0.48 37.35  0.89
H: 10.59 0.39 40.70  -0.10
C: 15.94 3.44 41.26  0.58
O: 16.24 4.04 42.45  -0.30
H: 11.94 1.24 39.65  -0.53
O: 11.05 3.78 37.24  -0.26
H: 8.15 2.81 43.20  0.78
H: 11.47 6.46 38.84  0.16
H: 15.52 4.14 44.86  0.19
C: 11.79 6.47 41.33  0.64
H: 14.42 -0.05 41.91  -0.79
C: 14.77 1.06 44.11  -0.98
C: 10.69 3.14 34.99  -1.18
C: 10.49 0.70 36.86  -0.26
H: 17.23 -1.25 37.82  0.46
C: 12.31 7.05 42.62  -1.35
H: 13.31 7.47 42.36  0.28
C: 10.94 4.24 35.98  0.98
H: 11.58 2.94 39.36  -0.44
H: 8.91 5.67 42.48  0.09
H: 15.15 5.82 45.01  0.46
H: 11.81 5.56 34.61  0.42
H: 8.08 5.26 40.67  0.17
H: 15.24 -0.31 38.44  -0.54
O: 10.96 7.15 40.62  -0.30
C: 9.96 8.03 38.69  -2.04
H: 9.93 3.64 34.22  0.43
H: 15.30 0.83 43.16  0.06
O: 14.66 2.24 37.46  -0.41
C: 14.10 -0.68 41.13  -0.39
H: 9.54 7.81 37.89  0.71